No. 1
Entry from OMol25: C21H14BrN3OPdSe as an isolated structure (ωB97M-V with the def2-TZVPD basis set).

- HOMO (eV) = -7.49
- orbital gap (eV) = 6.27
- E (eV) = -167391.7949

```
! wB97M-V def2-TZVPD RIJCOSX def2/J DEFGRID3
* xyz 0 1
Pd 0.23850 0.59630 -0.66595
Br 0.46511 -4.36737 -6.18226
C 0.23872 -2.90983 -4.99174
C -0.23051 -1.67638 -5.48369
C -0.40325 -0.61924 -4.64072
C -0.12894 -0.70930 -3.24460
O -0.37589 0.33580 -2.53581
C 0.36649 -1.96194 -2.76893
C 0.74851 -2.21828 -1.42344
N 0.70772 -1.37622 -0.44581
C 1.15775 -1.68937 0.85850
C 1.47512 -2.93310 1.33254
C 1.96031 -3.10225 2.64599
C 2.11530 -2.03370 3.47906
C 1.76438 -0.73776 3.03363
C 1.86614 0.41502 3.84848
C 1.47781 1.62271 3.35967
C 0.98105 1.70716 2.04269
N 0.88741 0.66081 1.25743
C 1.27561 -0.57272 1.72864
C 0.53216 -3.04481 -3.67313
H -0.45043 -1.57071 -6.53788
H -0.76100 0.33406 -5.00504
H 1.12381 -3.22351 -1.23154
H 1.35075 -3.80627 0.70678
H 2.20978 -4.09692 2.99000
H 2.49306 -2.16402 4.48485
H 2.24846 0.31839 4.85737
H 1.53649 2.52102 3.95694
H 0.65488 2.64761 1.61707
H 0.89585 -3.99246 -3.29515
Se -0.17918 2.94626 -0.88943
C -1.69530 3.19873 0.23706
C -2.29485 2.19852 0.99684
C -3.38021 2.51590 1.79985
N -3.90778 3.73303 1.90474
C -3.33079 4.68553 1.16896
C -2.24542 4.47629 0.33754
H -1.93911 1.17735 0.95834
H -3.85366 1.73946 2.39267
H -3.76450 5.67684 1.24958
H -1.83040 5.29937 -0.23008
*
```

***

No. 2
Entry from OMol25: C4H8O2 in the gas phase at a distorted geometry (ωB97M-V with the def2-TZVPD basis set).

- HOMO (eV) = -10.26
- ΔE to the lowest compared entry with this formula, charge and spin (eV) = 3.4163
- orbital gap (eV) = 11.19
- E (eV) = -8369.8654

```
! wB97M-V def2-TZVPD RIJCOSX def2/J DEFGRID3
* xyz 0 1
C 1.47035 -0.57937 0.69130
C 0.52423 0.40457 0.07337
O 1.16649 1.53528 -0.48060
C -0.51831 -0.16031 -0.84034
C -1.87057 -0.33437 -0.31420
O -1.55322 0.73971 -1.18938
H 2.11923 -1.02962 -0.06413
H 2.10377 -0.06490 1.42043
H 0.87712 -1.35161 1.18699
H -0.10557 0.89177 0.94782
H 0.54389 1.89198 0.22199
H -0.16257 -0.79766 -1.65014
H -2.08153 -0.03445 0.71505
H -2.51331 -1.11100 -0.71818
*
```

***

No. 3
Entry from OMol25: H2N2O3S as an isolated structure at a distorted geometry (ωB97M-V with the def2-TZVPD basis set).

- HOMO (eV) = -10.49
- ΔE to the lowest compared entry with this formula, charge and spin (eV) = 2.9713
- orbital gap (eV) = 8.99
- E (eV) = -19984.9185

```
! wB97M-V def2-TZVPD RIJCOSX def2/J DEFGRID3
* xyz 0 1
N 1.13349 -0.05318 -0.00687
N 0.29696 0.72555 -0.45786
O 0.60167 2.28163 -0.27267
O -1.98157 -0.23015 1.01475
O -0.97318 -1.68156 -0.63572
S -1.67933 -0.48785 -0.38725
H 1.97169 0.39525 0.45811
H 0.63027 -0.94970 0.28750
*
```